1.
Below is a cluster of 14 separate species, C42H67Cl26F3IO5PS in total at a distorted geometry, with properties calculated with the ωB97M-V functional and the def2-TZVPD basis.

Geometry as XYZ:
```
146
Properties=species:S:1:pos:R:3:forces:R:3
C 5.9460 -2.4612 2.8707 0.41 -0.10 0.90
C 5.0091 -1.3795 3.6127 0.38 -1.41 0.72
O 4.4450 -0.3796 2.7435 0.98 0.10 0.41
C 5.4747 0.4911 2.1857 1.19 -0.12 0.59
C 5.0693 2.0393 2.1717 0.20 -0.27 -0.23
C 4.0930 2.4336 0.9300 -0.08 -0.97 0.91
C 2.5607 2.3391 1.4044 0.20 -0.15 -0.99
C 1.5588 3.3319 0.5818 -0.92 -1.28 0.87
C 0.1479 2.5266 0.5232 -2.04 -0.42 0.15
C -0.3211 1.7474 -0.7308 -2.08 -0.30 2.52
I 0.9524 1.7376 -2.5276 -0.99 0.02 1.36
C -1.6616 0.9185 -0.8029 0.55 1.97 3.57
C -2.1207 0.0992 -2.0877 0.70 0.77 -0.42
C -1.4728 -1.3632 -2.2383 -0.38 -0.18 0.10
O -2.5517 -2.3340 -2.4629 1.77 0.62 -0.64
C -0.6654 -1.8907 -0.9594 0.95 -1.64 0.29
F -0.2881 -3.2562 -1.2563 -0.65 2.88 0.79
F 0.5753 -1.2177 -0.7328 -3.36 -1.56 -0.13
F -1.4544 -1.9877 0.2303 2.26 0.61 -2.82
C -2.5122 0.9493 0.5196 2.07 1.17 0.01
C -2.0576 1.7584 1.7962 1.65 0.03 -1.88
C -0.7215 2.5670 1.8252 -1.39 -2.03 -2.92
C -0.2862 3.3727 3.1328 -1.08 -0.74 -0.26
O -1.0227 4.6227 3.1350 1.18 0.03 1.03
C -0.7477 5.3595 4.3592 0.29 0.07 1.49
C -1.5746 4.8269 5.6330 -0.62 -0.54 -0.14
C -3.0037 1.6952 3.1073 -0.56 0.97 0.41
O -3.1813 2.6665 3.8863 0.86 -3.58 -2.67
C -3.7445 0.2707 3.3189 -0.37 -0.84 -1.73
C -3.9071 -0.2118 4.8289 0.61 0.77 0.26
C -4.8938 0.6935 5.7233 0.11 -0.21 0.83
C -6.3312 0.0100 6.0093 1.74 0.05 0.15
S -7.6536 1.2474 5.5932 -0.63 -0.25 0.08
C -4.1593 -0.4625 2.1640 1.40 1.59 0.66
P -4.9826 -2.1580 2.4177 0.05 0.18 0.76
C -3.6118 -3.4899 2.2419 -0.63 0.12 -1.15
C -6.2448 -2.5457 1.0626 -0.59 -0.98 0.06
C -7.5630 -3.1591 1.8178 0.33 1.23 -0.34
C -3.8916 0.1324 0.6812 -0.89 0.16 -0.49
O -4.7332 -0.0286 -0.2406 3.00 0.51 2.85
H 7.0274 -2.2820 3.2268 -1.57 -0.30 -0.83
H 5.9166 -2.4077 1.7341 -0.23 0.04 1.68
H 5.6709 -3.5279 3.2134 0.48 1.91 -0.63
H 4.1804 -1.9798 4.1527 0.89 1.35 -1.17
H 5.6489 -0.9324 4.4706 -1.05 -0.25 -1.41
H 5.8058 0.0850 1.1580 -0.64 0.80 1.30
H 6.3997 0.3636 2.8754 -1.30 0.42 -1.09
H 4.5853 2.2596 3.1959 0.67 -0.22 -1.62
H 6.0615 2.6356 2.1280 -1.60 -0.95 -0.04
H 4.3270 3.4604 0.4864 -0.23 -1.45 0.70
H 4.2649 1.6112 0.1450 -0.23 1.53 0.90
H 2.5395 2.5153 2.5313 -0.31 -0.15 -1.56
H 2.1664 1.2827 1.2131 0.74 1.33 0.44
H 1.9410 3.5909 -0.4611 -0.50 -0.50 1.46
H 1.4324 4.2827 1.2090 -0.14 -1.48 -1.37
H -1.7618 0.7083 -3.0057 -0.54 -0.96 1.52
H -3.2556 0.0044 -2.2128 1.72 0.05 0.72
H -0.7738 -1.4212 -3.1544 -0.72 0.33 1.75
H -2.1780 -2.9202 -3.1608 -0.68 0.37 0.87
H 0.8311 3.5754 3.2156 -1.59 -0.48 -0.32
H -0.6327 2.7486 4.0336 0.67 0.77 -1.24
H -1.0144 6.4687 4.2217 0.41 -1.76 -0.18
H 0.3743 5.2964 4.6440 -1.64 0.12 -0.72
H -2.6669 5.2003 5.5535 1.83 -0.56 0.32
H -1.0913 5.1374 6.6313 -0.76 -0.13 -1.64
H -1.6496 3.6726 5.6803 0.24 1.90 -0.28
H -4.2124 -1.3037 4.9556 0.40 1.51 -0.64
H -2.8592 -0.1193 5.3140 -1.54 -0.13 -0.93
H -4.3808 0.8138 6.7522 -0.79 -0.06 -1.65
H -5.0756 1.7432 5.3215 0.65 -1.60 0.31
H -6.3390 -0.3216 7.1166 -0.40 0.75 -1.77
H -6.4568 -0.9402 5.3787 -0.07 1.60 0.67
H -7.1104 2.5046 5.3732 0.42 -1.34 0.39
H -3.2013 -3.4422 1.1746 -0.37 0.09 1.84
H -4.1786 -4.4971 2.3082 0.96 1.64 0.15
H -2.8059 -3.3999 3.0507 -1.22 -0.08 -1.19
H -6.6187 -1.6373 0.4799 1.30 -1.59 0.92
H -5.7969 -3.3678 0.3988 -0.68 1.45 0.53
H -7.5300 -4.2944 1.9162 -0.12 1.60 -0.12
H -7.6178 -2.6491 2.8455 -0.07 -1.00 -1.39
H -8.4721 -2.7844 1.2153 1.31 -1.03 0.98
C 4.5519 -6.6283 3.7197 -0.06 -0.30 -0.02
Cl 5.3578 -6.1126 5.2058 0.01 -0.08 -0.01
Cl 3.9414 -5.2414 2.8095 -0.25 -0.26 -0.14
H 5.2646 -7.1713 3.1008 -0.05 0.21 0.09
H 3.7165 -7.2778 3.9771 0.07 0.22 0.02
C -9.9716 -0.6392 -0.7771 -0.18 0.05 -0.17
Cl -10.7832 -1.4925 0.5415 -0.13 0.05 -0.05
Cl -8.2444 -0.4401 -0.4459 -0.33 0.39 -0.35
H -10.0917 -1.2113 -1.6952 0.09 0.02 0.23
H -10.4251 0.3440 -0.8935 0.10 -0.15 0.14
C -9.6542 -0.5942 -5.0825 0.07 0.05 -0.28
Cl -9.8022 -2.2086 -4.3771 0.01 -0.05 -0.08
Cl -9.7700 0.6589 -3.8418 -0.04 0.13 -0.14
H -8.6881 -0.5118 -5.5786 -0.09 -0.01 0.22
H -10.4547 -0.4497 -5.8066 0.05 -0.03 0.23
C 2.5894 0.7798 -6.5738 0.05 0.00 -0.12
Cl 0.8221 0.7744 -6.5070 -0.06 -0.06 -0.06
Cl 3.2699 1.9065 -5.3952 -0.25 -0.23 0.17
H 2.9545 -0.2225 -6.3563 -0.19 0.17 0.13
H 2.9049 1.0790 -7.5724 -0.10 0.05 0.18
C 2.8158 6.7053 2.1901 0.02 0.13 -0.21
Cl 2.7191 5.1067 2.9392 0.61 0.50 0.33
Cl 2.7132 7.9872 3.4023 0.00 0.05 -0.09
H 3.7648 6.7916 1.6629 -0.10 -0.06 0.20
H 1.9910 6.8162 1.4868 0.03 -0.06 0.21
C 0.1396 -4.3943 2.9451 0.06 0.10 -0.24
Cl 0.0387 -6.0064 3.6652 0.03 -0.04 -0.09
Cl 0.0136 -3.1344 4.1786 -0.01 0.06 -0.08
H 1.0958 -4.2944 2.4334 -0.10 -0.04 0.19
H -0.6750 -4.2735 2.2317 0.15 0.03 0.30
C 6.2167 2.6135 -2.5432 0.08 -0.07 -0.06
Cl 4.4511 2.6031 -2.4934 0.13 0.01 -0.05
Cl 6.8837 3.7425 -1.3564 0.12 0.00 0.03
H 6.5830 1.6115 -2.3229 -0.11 0.16 0.09
H 6.5394 2.9146 -3.5367 -0.15 0.14 0.25
C 4.2680 3.1459 -9.6613 0.07 0.33 -0.15
Cl 4.5349 3.3419 -7.9242 0.06 0.16 -0.28
Cl 4.0715 1.4422 -10.0917 -0.01 0.01 -0.13
H 3.3668 3.6880 -9.9438 0.09 -0.17 0.12
H 5.1249 3.5494 -10.1989 -0.09 -0.17 0.11
C -2.7528 -6.6116 -0.5521 0.24 -0.18 -0.15
Cl -4.5200 -6.6344 -0.5057 -0.01 -0.03 -0.05
Cl -2.0975 -5.4899 0.6458 0.29 -0.72 -0.53
H -2.3802 -7.6129 -0.3407 -0.13 0.17 0.07
H -2.4287 -6.2989 -1.5437 -0.11 0.07 0.19
C 7.4088 -3.0050 -0.8185 0.05 -0.23 -0.01
Cl 8.2150 -2.4841 0.6653 0.40 -0.11 -0.35
Cl 6.7900 -1.6221 -1.7303 -0.07 -0.04 -0.09
H 8.1226 -3.5462 -1.4378 -0.07 0.19 0.09
H 6.5765 -3.6579 -0.5580 0.06 0.21 0.03
C 7.1282 0.5010 -6.7931 0.20 -0.05 -0.19
Cl 5.4699 -0.0803 -6.9825 0.41 -0.25 -0.18
Cl 7.3518 1.2978 -5.2345 0.14 -0.05 -0.10
H 7.8086 -0.3454 -6.8574 -0.19 0.15 0.15
H 7.3473 1.2116 -7.5890 -0.14 -0.05 0.16
C 10.0381 -1.6602 -9.1821 0.18 -0.15 -0.17
Cl 8.2726 -1.6418 -9.0944 -0.01 -0.16 -0.20
Cl 10.7472 -0.5407 -8.0121 0.06 -0.02 -0.02
H 10.3923 -2.6674 -8.9680 -0.12 0.18 0.08
H 10.3454 -1.3662 -10.1846 -0.11 0.06 0.19
C -6.4215 2.2288 -2.7564 -0.02 -0.20 0.26
Cl -6.4584 2.1458 -4.5238 0.01 -0.10 -0.07
Cl -5.9496 3.8392 -2.2020 0.00 -0.05 0.07
H -7.4137 1.9982 -2.3710 0.13 0.09 -0.13
H -5.7024 1.5008 -2.3822 -0.06 0.16 -0.07
```
Forces are in eV/Å.

## Properties
Max |F| ... 4.55 eV Å⁻¹
E_HOMO ... -0.279 Eh
Gap between HOMO and LUMO ... 6.83 eV
Multiplicity ... 1

---

2.
Below is a structure of composition C3ClF3 at a distorted geometry, with properties calculated with the ωB97M-V functional and the def2-TZVPD basis.

Geometry as XYZ:
```
7
Properties=species:S:1:pos:R:3:forces:R:3
C 0.7364 0.3350 -0.4050 -2.18 -2.73 3.76
C -0.0312 -0.8498 0.1845 0.20 -0.89 -2.01
C 0.0316 0.2071 0.9441 1.84 1.18 0.37
F 0.4729 1.3043 -1.2033 -5.61 4.10 -2.23
F -0.2326 -2.1726 -0.0905 -0.15 2.33 0.88
F 0.0028 0.8313 2.1339 -0.26 -1.19 -1.10
Cl 2.2265 0.1512 -1.0600 6.16 -2.80 0.34
```
Forces are in eV/Å.

## Properties
Max |F| ... 7.30 eV Å⁻¹
E_HOMO ... -0.394 Eh
Gap between HOMO and LUMO ... 11.12 eV
Multiplicity ... 1
ΔE to the lowest compared entry with this formula, charge and spin ... 47.7 kcal per mole

---

3.
Below is a structure of composition C6H8AuLiO3 at a distorted geometry, with properties calculated with the ωB97M-V functional and the def2-TZVPD basis.

Geometry as XYZ:
```
19
Properties=species:S:1:pos:R:3:forces:R:3
C -2.2153 1.0994 1.4701 1.36 0.51 1.03
C -2.8573 0.2353 0.6143 -1.53 1.16 -1.82
C -2.1500 0.3088 -0.7306 -0.15 -0.32 1.48
C -1.6507 -1.0875 -0.4969 1.16 -1.19 -2.50
O -0.4048 -1.2892 -0.4583 -3.13 -1.75 0.82
Li 1.2592 -2.1441 0.0343 0.74 -0.30 0.05
H -1.7015 0.7219 2.3581 -0.51 0.22 0.47
H -2.1142 2.1690 1.2801 0.04 -0.04 -0.22
H -3.9192 -0.0112 0.6705 0.19 -0.90 0.62
H -2.3376 -1.9335 -0.6540 0.19 0.02 0.63
H -2.8204 0.3402 -1.6125 0.36 0.17 0.04
O 2.1829 -0.5219 -0.1671 -1.01 -2.18 -0.03
O -1.1395 1.2372 -0.5611 -2.84 1.12 -0.56
C 3.4583 -0.2621 0.1266 2.71 1.72 0.04
C 4.0928 0.9020 -0.0695 -0.55 -0.75 0.18
H 4.0083 -1.1139 0.5511 -0.40 0.18 -0.24
H 5.1514 0.9854 0.1737 -0.39 0.02 -0.05
H 3.5770 1.7801 -0.4667 0.19 -0.22 0.03
Au 0.6013 0.4753 -0.6777 3.57 2.54 0.04
```
Forces are in eV/Å.

## Properties
Max |F| ... 4.38 eV Å⁻¹
E_HOMO (spin up / spin down) ... -0.551 / -0.550 Eh
Net charge ... +2
Gap between HOMO and LUMO (spin up / spin down) ... 3.86 / 3.64 eV
Multiplicity ... 3
Expectation value of S² ... 2.02

---

4.
Below is a cluster of 3 separate species, C2H10N2O2 in total at a distorted geometry, with properties calculated with the ωB97M-V functional and the def2-TZVPD basis.

Geometry as XYZ:
```
16
Properties=species:S:1:pos:R:3:forces:R:3
N 0.6666 -1.4812 -2.2820 -2.14 -2.60 -0.54
C 0.0092 -0.2912 -1.8931 -2.55 0.98 0.47
C -0.7899 -0.2439 -0.7590 -0.02 1.09 -1.35
N -0.6880 -1.0477 0.3520 1.21 0.92 -0.49
H 0.1120 -2.4311 -2.4982 1.59 3.39 0.91
H 1.6433 -1.6081 -2.2826 0.88 0.15 -0.02
H -0.1654 0.5781 -2.6503 0.54 -1.72 1.24
H -1.6095 0.4843 -0.5550 0.90 -0.05 -0.98
H -1.4837 -1.5196 0.6661 -0.97 -0.83 0.59
H 0.2031 -1.4667 0.3892 0.58 -1.33 0.25
O -0.7085 2.9392 0.7456 1.98 2.75 2.23
H -0.5706 2.9891 -0.1855 0.12 -0.09 -1.21
H -0.0942 3.7263 1.0912 -2.11 -2.69 -1.02
O 1.0954 -0.1050 3.6251 -2.43 -0.39 -1.15
H 2.0060 -0.2113 3.3352 -0.45 -0.18 -0.68
H 0.3741 -0.3112 2.9014 2.84 0.61 1.74
```
Forces are in eV/Å.

## Properties
Max |F| ... 4.06 eV Å⁻¹
E_HOMO ... -0.294 Eh
Gap between HOMO and LUMO ... 8.76 eV
Multiplicity ... 1
ΔE to the lowest compared entry with this formula, charge and spin ... 53.8 kcal per mole
Structure (SMILES) ... N/C=C\N.O.O

---

5.
Below is a structure of composition C23H41IP2Re at a distorted geometry, with properties calculated with the ωB97M-V functional and the def2-TZVPD basis.

Geometry as XYZ:
```
68
Properties=species:S:1:pos:R:3:forces:R:3
Re -1.6460 1.0588 0.0638 -0.95 -4.67 2.15
C -0.1740 2.2606 1.0877 0.27 1.31 0.40
C -0.3988 2.7732 -0.2493 0.39 1.15 0.81
C -2.4031 2.9200 0.9422 0.48 1.32 0.22
C -1.4121 2.3629 1.8138 0.78 1.33 0.78
C -1.7803 3.1890 -0.3290 0.35 0.61 0.30
C 1.1148 1.7297 1.6293 0.06 -0.36 0.22
H 1.8348 1.6034 0.8184 0.03 -0.06 0.22
H 0.9534 0.7516 2.1151 0.17 0.33 -0.16
H 1.5468 2.3995 2.3936 -0.24 -0.14 -0.36
C -1.5810 2.1943 3.2890 -0.08 -0.32 0.22
H -0.8217 1.5276 3.7120 -0.17 0.13 -0.09
H -2.5702 1.7948 3.5404 0.24 0.12 -0.04
H -1.4831 3.1764 3.7797 0.02 -0.24 -0.24
C -3.7378 3.4382 1.3638 -0.48 -0.28 0.04
H -3.6264 4.3009 2.0395 0.19 -0.27 -0.20
H -4.3264 2.6820 1.8928 0.12 0.14 -0.04
H -4.3200 3.7722 0.5048 0.01 -0.05 0.04
C -2.4162 3.9495 -1.4469 -0.43 -0.04 -0.36
H -2.9010 4.8568 -1.0468 0.26 -0.34 -0.22
H -3.1964 3.3540 -1.9562 0.27 0.42 0.18
H -1.6662 4.2446 -2.1886 -0.24 -0.03 0.13
C 0.6316 2.9889 -1.2989 0.30 -0.13 -0.48
H 0.4847 3.9626 -1.7784 0.10 -0.12 0.15
H 0.5713 2.2361 -2.0896 0.11 0.14 0.05
H 1.6448 2.9442 -0.8908 -0.21 0.09 -0.02
C 3.6628 -1.7841 2.8694 0.13 0.27 -0.26
C 4.7430 -1.4920 2.1293 -0.70 -0.24 0.48
C 5.3060 -2.3430 1.0279 0.19 0.26 -0.42
C 4.3807 -3.2151 0.1365 -0.46 -1.27 -0.18
C 3.1361 -2.5237 -0.3963 0.17 0.62 -0.29
C 2.1209 -2.1912 0.4199 0.48 -0.79 0.50
C 1.8265 -3.1318 1.5716 0.53 -0.06 0.31
C 2.8345 -3.0413 2.7605 -0.62 -0.25 0.73
H 6.0476 -3.0353 1.4604 -0.05 0.26 -0.21
H 4.1203 -4.1406 0.6939 0.05 0.47 -0.32
H 5.8499 -1.6492 0.3655 0.00 -0.37 0.16
H 3.4815 -3.9420 2.7767 -0.37 0.53 -0.03
H 3.3049 -1.1047 3.6468 0.44 0.05 -0.18
H 5.3378 -0.5968 2.3376 -0.40 -0.18 0.04
H 2.1865 -3.0849 3.6541 0.62 -0.20 -0.10
H 0.7797 -2.9899 1.9204 0.63 -0.05 -0.15
H 1.5795 -1.2405 0.4102 -0.38 -0.42 -0.83
H 1.9260 -4.1757 1.1933 -0.44 0.72 0.13
H 5.0050 -3.5470 -0.7021 -0.20 -0.01 0.14
H 3.0958 -2.2881 -1.4716 0.62 0.82 0.62
P -0.5609 -1.3100 -0.9048 -0.89 -2.52 -2.00
C -0.6631 -3.2075 -0.7655 0.11 -0.04 1.34
C 0.4134 -1.4861 -2.4991 0.52 0.83 0.13
P -2.6175 0.4599 -1.8789 -1.15 -2.42 -2.79
C -2.2638 -1.3344 -1.6658 0.75 0.65 -0.48
C -1.6593 0.9677 -3.3395 -0.11 0.27 -0.24
C -4.3333 0.2955 -2.3447 -0.86 0.84 -0.34
H -1.3033 -3.5152 0.0692 0.18 0.06 -0.08
H 0.3205 -3.6684 -0.6628 -0.07 0.27 0.16
H -1.1078 -3.5820 -1.6956 0.01 0.47 0.17
H 0.4536 -2.5305 -2.8290 -0.17 0.23 0.40
H 1.4337 -1.1663 -2.3063 0.17 0.05 -0.13
H 0.0279 -0.9032 -3.3359 0.02 -0.01 0.27
H -4.3948 0.5001 -3.4206 -0.27 0.01 0.22
H -4.9602 0.9874 -1.7839 -0.18 0.05 -0.23
H -4.6774 -0.7242 -2.1483 0.16 0.25 0.01
H -2.9583 -1.8017 -0.9715 -0.10 0.30 0.09
H -2.3067 -1.8960 -2.6135 0.13 0.31 0.16
H -1.9747 1.9755 -3.6359 0.00 -0.21 -0.07
H -1.8582 0.2569 -4.1515 0.00 0.25 0.07
H -0.5789 1.0018 -3.1526 -0.44 -0.05 0.05
I -3.4773 -0.2744 1.5211 0.59 0.20 -0.56
```
Forces are in eV/Å.

## Properties
Max |F| ... 5.23 eV Å⁻¹
E_HOMO (spin up / spin down) ... -0.487 / -0.487 Eh
Net charge ... +2
Gap between HOMO and LUMO (spin up / spin down) ... 6.36 / 4.50 eV
Multiplicity ... 4
ΔE to the lowest compared entry with this formula, charge and spin ... 38.6 kcal per mole
Expectation value of S² ... 3.78

---

6.
Below is a cluster of 2 separate species, C3H8O2S2 in total at a distorted geometry, with properties calculated with the ωB97M-V functional and the def2-TZVPD basis.

Geometry as XYZ:
```
15
Properties=species:S:1:pos:R:3:forces:R:3
C -2.2677 -0.1017 -1.1542 1.01 0.63 -0.51
C -1.0476 -0.6985 -1.8361 0.53 0.82 -0.29
O -0.5498 -0.2762 -2.8720 -0.75 -1.21 1.72
O -0.5279 -1.7623 -1.1227 0.05 0.67 -1.63
H -3.0965 -0.7682 -1.3893 -0.23 0.26 0.24
H -2.3745 0.9124 -1.5844 -0.34 -0.70 0.14
H -2.0994 0.0205 -0.0763 -0.14 -0.38 -0.26
H 0.1573 -2.0893 -1.7445 -0.11 -0.06 0.62
C 0.7740 -0.9044 2.3408 0.30 0.61 0.15
S 0.4787 0.8655 2.0004 -0.32 -0.11 0.20
S 1.2086 0.9972 0.0699 0.23 0.65 -0.28
H 0.0320 -1.5327 1.8208 0.64 0.18 0.16
H 0.6448 -0.9694 3.4331 0.01 -0.18 -0.41
H 1.8347 -1.0840 2.0905 -0.67 -0.38 0.03
H 1.7746 2.2445 0.1805 -0.22 -0.81 0.12
```
Forces are in eV/Å.

## Properties
Max |F| ... 2.23 eV Å⁻¹
E_HOMO ... -0.309 Eh
Gap between HOMO and LUMO ... 9.02 eV
Multiplicity ... 1
ΔE to the lowest compared entry with this formula, charge and spin ... 11.0 kcal per mole
Structure (SMILES) ... CC(=O)O.CSS